Molecular formula: C16H44BrN4O4
Method: DFT, ωB97M-V/def2-TZVPD

XYZ file:
```
69
Properties=species:S:1:pos:R:3
Br 0.79402 -0.89941 -1.03384
O -4.70110 2.34399 -0.37978
O 2.44951 -1.99711 -5.18056
O -0.97088 -4.47014 4.43911
O 2.20903 3.70366 1.06481
N -2.66222 0.11302 -0.08883
N -0.60095 -1.45163 2.33116
N 2.22426 0.16271 2.08179
N 3.58655 0.68431 -3.06211
C 1.15738 -2.40950 -4.99104
C 2.78991 0.16389 -4.13389
C 3.29692 0.78405 -5.48716
C 0.82238 1.76232 3.45416
C -0.12568 -5.02999 5.40320
C -1.35282 -2.56237 2.97606
C -5.58149 3.31346 0.28372
C -2.06530 -3.35484 1.91874
C -2.44396 1.50108 -0.57297
C 2.52659 2.49521 1.71946
C -0.35871 -3.38252 3.74081
C 1.46607 1.38990 2.10108
C 1.90440 3.57894 -0.29190
C -2.40723 1.54478 -2.09327
C -3.37269 2.49487 0.05907
C 3.03775 -1.34656 -4.06549
H 0.83321 -3.21566 -5.68735
H -2.73528 -4.06680 2.43400
H 2.15360 -0.22387 1.11503
H 4.30347 0.31430 -5.64984
H -3.29751 2.37352 1.13890
H 2.52255 -1.60536 -3.12697
H 3.27845 0.53481 -2.10540
H -0.07340 -4.44342 6.36197
H -3.50675 -0.13037 -0.62569
H 0.59995 1.34196 1.42787
H -2.79290 -2.74312 1.37280
H 1.49708 4.58140 -0.55594
H -5.91915 2.92891 1.30826
H 0.38987 2.77246 3.36511
H 3.65033 1.67905 -3.16459
H -0.57795 -5.97774 5.62435
H -3.04796 3.51242 -0.28589
H -2.05546 -2.10995 3.65223
H 0.19616 -2.74293 4.42585
H -1.37769 -3.97814 1.35490
H 1.75664 -0.51586 2.60698
H 0.86763 -5.21905 4.98056
H 3.00926 2.83065 2.58545
H -1.23868 -0.72142 2.03399
H 1.77485 0.43528 -4.08816
H 1.57740 1.73006 4.20367
H -1.64881 0.94205 -2.57153
H 1.09077 2.89452 -0.50492
H 3.22216 1.89070 -5.44427
H 2.65656 0.34113 -6.27028
H -1.44588 1.75963 -0.20045
H 0.99720 -2.83967 -3.99492
H 0.41859 -1.60302 -5.11185
H 3.20147 1.95437 1.11085
H -5.07270 4.28480 0.48856
H 0.29720 -3.75569 2.95540
H 4.14536 -1.47490 -4.03497
H 0.07708 0.98032 3.63769
H -6.47281 3.46622 -0.29437
H -1.89228 -0.43358 -0.45515
H -0.09593 -1.86315 1.54080
H -2.28554 2.50864 -2.48361
H -3.38805 1.26024 -2.45231
H 2.78613 3.21415 -0.80907
```

For the energy above the lowest of the compared OMol25 structures with the same formula, charge and spin, the calculation gives 0.516 eV. As for the lowest unoccupied orbital energy: 2.716 eV. The value obtained for the frontier orbital gap is 7.8831 eV. The total charge is -1.

Molecular formula: C16H44F30N4O4P5
Method: DFT, ωB97M-V/def2-TZVPD

XYZ file:
```
103
Properties=species:S:1:pos:R:3
P -9.69973 17.70085 21.41254
P -7.89954 14.23069 18.75893
P -1.98055 20.27988 16.21206
P -1.61773 14.68698 20.98789
P -4.53259 20.23448 22.47922
F -3.25515 14.89734 20.74401
F -2.98801 21.58322 16.41488
F -8.11533 14.25947 17.13311
F -0.68822 21.13193 16.68995
F -2.97792 20.25902 22.89510
F -1.00899 18.98610 16.32651
F -10.36225 16.95503 22.68863
F -7.68185 14.26319 20.33573
F -8.32246 16.82640 21.51160
F -11.00846 18.61976 21.27376
F -1.71088 15.86164 22.08903
F -9.53016 14.31958 18.84416
F -3.31286 19.42021 15.78196
F -8.07162 12.61850 18.76121
F -1.69074 20.65563 14.68917
F -1.35535 15.83066 19.85556
F -1.51787 13.54490 19.84735
F -6.09178 20.01146 22.08314
F -4.58652 18.77174 23.21907
F -10.30773 16.60723 20.42943
F -7.95224 15.85749 18.77131
F -2.37795 20.00368 17.75836
F -1.97082 13.56747 22.09988
F -4.47270 21.65959 21.73991
F -8.91742 18.56580 20.21187
F -6.27964 14.12744 18.58915
F -0.02273 14.43713 21.29292
F -4.85126 20.86015 23.93531
F -4.11399 19.45922 21.09939
F -8.99942 18.86367 22.34116
O -4.01373 22.26585 12.61614
O -3.70969 11.92808 14.76779
O -7.92108 21.77045 18.35113
O -5.69324 17.31567 17.84876
N -6.22696 17.85145 20.06502
N -9.70755 22.68181 20.67566
N -3.35886 14.70947 15.94251
N -5.90876 21.19844 13.45722
C -5.72132 18.14707 18.69620
C -9.19097 22.36499 18.18624
C -4.70548 14.68820 15.25399
C -5.89740 22.01211 14.77428
C -3.56443 14.29102 17.35736
C -5.14435 21.98583 12.43017
C -9.53620 23.36061 19.31217
C -8.53236 21.89565 21.20612
C -5.30278 19.58228 18.47132
C -10.01144 23.79787 21.65814
C -2.86538 16.12787 15.93424
C -2.49189 12.38559 15.34667
C -2.30733 13.89323 15.24783
C -5.86982 22.27191 11.14411
C -10.96989 21.84185 20.70633
C -5.26703 16.90572 20.78772
H -5.20797 13.73774 15.39257
H -6.45176 21.49985 15.55540
H -3.99538 13.29345 17.34306
H -9.03950 24.22370 21.91928
H -3.57696 11.41484 13.96876
H -10.49800 23.84668 19.17761
H -2.14297 14.32525 14.26039
H -7.20809 22.41738 18.34053
H -3.68412 16.81875 16.11724
H -2.03830 16.31703 16.61716
H -5.54811 16.82982 21.83318
H -4.56151 14.95705 14.21039
H -8.37100 20.96274 20.66893
H -7.67345 22.51768 20.94762
H -2.62962 14.27432 17.91696
H -6.17017 20.14320 18.84471
H -2.43555 16.37264 14.96070
H -6.80585 22.76951 11.42054
H -5.24622 15.46438 15.79394
H -11.11382 21.48126 21.72019
H -1.32724 14.03954 15.71254
H -9.13639 22.91356 17.24095
H -11.79880 22.47455 20.39008
H -6.11560 21.32270 10.66751
H -6.41497 18.70612 20.59345
H -6.86187 21.04196 13.12552
H -5.51744 15.95065 20.33185
H -10.31870 23.35343 22.60113
H -1.62077 11.89802 14.90774
H -4.24279 17.22905 20.66397
H -4.25994 15.01028 17.78350
H -5.51542 20.25061 13.45667
H -8.67391 23.99615 19.50981
H -8.54036 21.69168 22.27379
H -5.28669 22.97476 10.56091
H -6.28831 23.00357 14.56140
H -9.98858 21.63292 18.08403
H -10.88786 21.00102 20.02070
H -10.64251 24.57664 21.24487
H -5.23854 19.73519 17.39605
H -7.14512 17.38992 19.98976
H -4.44585 20.03639 18.96042
H -4.83089 22.07304 15.00008
H -2.54738 12.09834 16.39571
```

As for the lowest unoccupied orbital energy: -0.549 eV. The value obtained for the frontier orbital gap is 7.6016 eV. The total charge is -1.